# 1
# C3H5N3O

An isolated molecule of C3H5N3O (ωB97M-V/def2-TZVPD, the Open Molecules 2025 dataset).

Geometry as ORCA input:
```
! wB97M-V def2-TZVPD RIJCOSX def2/J DEFGRID3
* xyz 0 1
O -2.3459 1.0254 -0.2346
C -1.6534 -0.1142 0.1984
C -0.1552 -0.0519 0.1063
N 0.5753 -1.0559 0.6687
C 1.8076 -0.7214 0.3723
N 1.8180 0.4247 -0.3306
N 0.5515 0.8698 -0.5166
H -2.0135 1.2707 -1.1064
H -1.9706 -1.0270 -0.3319
H -1.9053 -0.2617 1.2521
H 2.6903 -1.2857 0.6409
H 2.6013 0.9273 -0.7186
*
```

SMILES string: OCc1nc[nH]n1
ΔE to the lowest compared entry with this formula, charge and spin in eV: 1.1580
E_HOMO in eV: -9.96
HOMO-LUMO gap in eV: 10.81

Formally, the natural (NBO) partial charges of the atoms, in units of the elementary charge, are as follows: O -0.697; C -0.094; C 0.272; N -0.483; C 0.182; N -0.359; N -0.298; H 0.473; H 0.179; H 0.203; H 0.208; H 0.415

---

# 2
# C3H5N3O

An isolated molecule of C3H5N3O (ωB97M-V/def2-TZVPD, the Open Molecules 2025 dataset).

Geometry as ORCA input:
```
! wB97M-V def2-TZVPD RIJCOSX def2/J DEFGRID3
* xyz 0 1
N 2.0582 -0.0826 0.0258
C 0.6715 0.0774 0.0289
C -0.1258 1.1617 0.0537
N -1.4626 0.6982 0.0192
C -1.4865 -0.6845 0.0309
O -2.4484 -1.4257 0.0575
N -0.1426 -1.0509 -0.0015
H 2.3493 -0.8422 -0.5781
H 2.5338 0.7664 -0.2526
H 0.1211 2.2055 -0.0780
H -2.2145 1.1712 0.4962
H 0.1466 -1.9945 0.1981
*
```

SMILES string: Nc1c[nH]c(=O)[nH]1
ΔE to the lowest compared entry with this formula, charge and spin in eV: 0.2681
E_HOMO in eV: -7.72
HOMO-LUMO gap in eV: 8.49

Formally, the natural (NBO) partial charges of the atoms, in units of the elementary charge, are as follows: N -0.805; C 0.296; C -0.196; N -0.603; C 0.754; O -0.638; N -0.617; H 0.375; H 0.384; H 0.217; H 0.413; H 0.420

---

# 3
# C3H5N3O

An isolated molecule of C3H5N3O (ωB97M-V/def2-TZVPD, the Open Molecules 2025 dataset).

Geometry as ORCA input:
```
! wB97M-V def2-TZVPD RIJCOSX def2/J DEFGRID3
* xyz 0 1
O -2.1278 1.0447 0.5618
C -1.6836 -0.2106 0.0822
C -0.1893 -0.2584 -0.0058
N 0.6307 -0.6704 1.0023
C 1.8285 -0.4179 0.5251
N 1.7301 0.1168 -0.7050
N 0.4385 0.2277 -1.0628
H -1.7068 1.7209 0.0167
H -2.1092 -0.4401 -0.9043
H -2.0414 -0.9512 0.7984
H 2.7738 -0.5911 1.0215
H 2.4565 0.4297 -1.3303
*
```

SMILES string: OCc1nc[nH]n1
ΔE to the lowest compared entry with this formula, charge and spin in eV: 1.1573
E_HOMO in eV: -10.16
HOMO-LUMO gap in eV: 11.00

Formally, the natural (NBO) partial charges of the atoms, in units of the elementary charge, are as follows: O -0.699; C -0.102; C 0.261; N -0.464; C 0.175; N -0.353; N -0.289; H 0.467; H 0.178; H 0.202; H 0.208; H 0.415

---

# 4
# C3H5N3O

A structure of composition C3H5N3O in a non-equilibrium geometry (ωB97M-V/def2-TZVPD, the Open Molecules 2025 dataset).

Geometry as ORCA input:
```
! wB97M-V def2-TZVPD RIJCOSX def2/J DEFGRID3
* xyz 0 1
C 0.5152 1.5327 -0.5709
N 0.1905 0.3120 0.1543
C -0.6810 -0.6588 -0.3746
N -0.9047 -1.7435 0.4122
C 0.5947 0.2992 1.6529
O -1.2187 -0.4673 -1.4476
N 1.5361 -0.3279 1.2285
H -0.3169 -1.9734 1.1940
H -1.4782 -2.4653 0.0115
H 0.2401 2.3979 0.0349
H -0.0572 1.5228 -1.4950
H 1.5799 1.5716 -0.8002
*
```

ΔE to the lowest compared entry with this formula, charge and spin in eV: 3.7861
E_HOMO in eV: -9.74
HOMO-LUMO gap in eV: 9.29

Formally, the natural (NBO) partial charges of the atoms, in units of the elementary charge, are as follows: C -0.416; N -0.367; C 0.779; N -0.827; C 0.135; O -0.619; N -0.188; H 0.411; H 0.414; H 0.209; H 0.257; H 0.212

---

# 5
# C3H5N3O

An isolated molecule of C3H5N3O in a non-equilibrium geometry (ωB97M-V/def2-TZVPD, the Open Molecules 2025 dataset).

Geometry as ORCA input:
```
! wB97M-V def2-TZVPD RIJCOSX def2/J DEFGRID3
* xyz 0 1
O 0.7787 -1.9712 -1.3287
C 0.9219 -0.6039 -1.4465
C -0.1209 0.0225 -0.2826
N 0.5352 1.1072 -0.0780
C -0.1748 1.4182 1.5698
N -1.1635 0.5701 1.5241
N -1.1997 -0.3219 0.4860
H -0.1704 -2.1245 -1.2947
H 0.7695 -0.2470 -2.4828
H 2.0119 -0.4015 -1.2824
H -0.2061 2.0819 2.4767
H -1.9818 0.4699 2.1389
*
```

SMILES string: OCc1nc[nH]n1
ΔE to the lowest compared entry with this formula, charge and spin in eV: 5.5921
E_HOMO in eV: -9.09
HOMO-LUMO gap in eV: 9.84

Formally, the natural (NBO) partial charges of the atoms, in units of the elementary charge, are as follows: O -0.702; C -0.034; C 0.261; N -0.407; C 0.100; N -0.315; N -0.400; H 0.470; H 0.175; H 0.207; H 0.216; H 0.429

---

# 6
# C3H5N3O

An isolated molecule of C3H5N3O (ωB97M-V/def2-TZVPD, the Open Molecules 2025 dataset).

Geometry as ORCA input:
```
! wB97M-V def2-TZVPD RIJCOSX def2/J DEFGRID3
* xyz 0 1
N -1.8475 -0.6636 0.8100
C -0.6748 -0.2481 0.2332
N 0.3171 -0.9533 -0.1302
C 1.2686 0.0224 -0.6854
O 2.5942 -0.2341 -0.3338
C 0.7540 1.4465 -0.4163
N -0.4529 1.1583 0.0512
H -1.9735 -1.6656 0.7649
H -2.6798 -0.1490 0.5579
H 2.5985 -0.5144 0.5894
H 1.2199 -0.0586 -1.7854
H -1.1235 1.8594 0.3446
*
```

ΔE to the lowest compared entry with this formula, charge and spin in eV: 2.7170
E_HOMO in eV: -8.85
HOMO-LUMO gap in eV: 9.34

Formally, the natural (NBO) partial charges of the atoms, in units of the elementary charge, are as follows: N -0.808; C 0.536; N -0.512; C 0.091; O -0.685; C 0.123; N -0.619; H 0.407; H 0.388; H 0.473; H 0.199; H 0.407

---

# 7
# C3H5N3OS

An isolated molecule of C3H5N3OS in a non-equilibrium geometry (ωB97M-V/def2-TZVPD, the Open Molecules 2025 dataset).

Geometry as ORCA input:
```
! wB97M-V def2-TZVPD RIJCOSX def2/J DEFGRID3
* xyz 0 1
C -1.0005 -1.8227 1.7369
N -0.6231 -1.2841 0.5789
S -1.6390 -1.2489 -0.9398
C -0.7901 0.2433 -1.7236
N 0.2519 0.8015 -1.4911
N 0.9159 0.7935 -0.3139
C 1.7799 1.7489 -0.0343
O 1.9481 2.6549 -0.8697
H -0.1080 -1.8757 2.6014
H -2.0085 -2.3797 1.8218
H -1.2553 0.2363 -2.7135
H 0.3315 0.2532 0.2822
H 2.1972 1.8795 1.0647
*
```

SMILES string: C=NS/C=N\NC=O
ΔE to the lowest compared entry with this formula, charge and spin in eV: 4.7752
E_HOMO in eV: -9.05
HOMO-LUMO gap in eV: 9.09

Formally, the natural (NBO) partial charges of the atoms, in units of the elementary charge, are as follows: C -0.075; N -0.604; S 0.300; C -0.021; N -0.215; N -0.467; C 0.501; O -0.583; H 0.217; H 0.188; H 0.196; H 0.420; H 0.143

---

# 8
# C3H5N3OS

An isolated molecule of C3H5N3OS in a non-equilibrium geometry (ωB97M-V/def2-TZVPD, the Open Molecules 2025 dataset).

Geometry as ORCA input:
```
! wB97M-V def2-TZVPD RIJCOSX def2/J DEFGRID3
* xyz 0 1
O -1.3649 1.9492 -0.0156
N -1.2418 0.5947 0.0414
C -2.2598 -0.3352 -0.0151
C -1.6667 -1.5407 -0.0127
N -0.2923 -1.3296 0.0234
C -0.0220 0.0046 0.0380
N 1.0605 0.7505 0.0203
S 2.5226 -0.1291 -0.0986
H -0.3833 2.2064 -0.1011
H -3.3134 -0.0199 -0.0172
H -2.0995 -2.5202 -0.0323
H 0.4367 -2.0012 -0.0311
H 2.9233 -0.0735 1.2271
*
```

SMILES string: On1cc[nH]/c1=N\S
ΔE to the lowest compared entry with this formula, charge and spin in eV: 3.0083
E_HOMO in eV: -7.81
HOMO-LUMO gap in eV: 8.63

Formally, the natural (NBO) partial charges of the atoms, in units of the elementary charge, are as follows: O -0.516; N -0.077; C -0.095; C -0.100; N -0.557; C 0.520; N -0.814; S 0.118; H 0.513; H 0.244; H 0.231; H 0.434; H 0.100

---

# 9
# C3H5N3OS

An isolated molecule of C3H5N3OS in a non-equilibrium geometry (ωB97M-V/def2-TZVPD, the Open Molecules 2025 dataset).

Geometry as ORCA input:
```
! wB97M-V def2-TZVPD RIJCOSX def2/J DEFGRID3
* xyz 0 1
C -1.1614 -1.4910 0.7402
C -1.7468 -0.8473 1.7350
C -0.1391 0.4833 0.2525
N -0.2220 -0.8158 -0.0120
N 1.7107 0.9625 -1.2091
N 0.6361 1.3846 -0.3218
O -0.5627 1.5712 2.7382
S -1.2904 1.0355 1.5664
H -1.3385 -2.4792 0.5750
H -2.4554 -1.0164 2.5333
H 1.5346 0.9916 -2.1926
H 1.8578 -0.0400 -1.1004
H 0.7795 2.0901 0.3679
*
```

ΔE to the lowest compared entry with this formula, charge and spin in eV: 4.0245
E_HOMO in eV: -8.94
HOMO-LUMO gap in eV: 8.97

Formally, the natural (NBO) partial charges of the atoms, in units of the elementary charge, are as follows: C -0.001; C -0.428; C 0.242; N -0.554; N -0.642; N -0.413; O -0.938; S 1.153; H 0.206; H 0.239; H 0.365; H 0.370; H 0.400

---

# 10
# C3H5N3S

An isolated molecule of C3H5N3S in a non-equilibrium geometry (ωB97M-V/def2-TZVPD, the Open Molecules 2025 dataset).

Geometry as ORCA input:
```
! wB97M-V def2-TZVPD RIJCOSX def2/J DEFGRID3
* xyz 0 1
S -0.4380 -0.0907 2.9006
N 0.4086 -0.8553 1.6153
C 0.1818 -0.2143 0.3299
C 0.0565 -0.9065 -0.9149
C -0.3756 0.0376 -1.8506
N -0.4151 1.2041 -1.0821
N -0.0114 1.1249 0.2683
H 0.3922 1.2788 2.9788
H 0.3788 -1.8912 1.4233
H 0.2878 -1.8634 -1.1893
H -0.3136 -0.0721 -2.9619
H -0.1519 2.2481 -1.5173
*
```

SMILES string: SNc1cc[nH]n1
ΔE to the lowest compared entry with this formula, charge and spin in eV: 3.3905
E_HOMO in eV: -8.25
HOMO-LUMO gap in eV: 9.14

Formally, the natural (NBO) partial charges of the atoms, in units of the elementary charge, are as follows: S 0.154; N -0.783; C 0.292; C -0.383; C -0.032; N -0.382; N -0.294; H 0.151; H 0.409; H 0.220; H 0.238; H 0.409